{"formula": "C14H16O5S", "method": "wB97M-V/def2-TZVPD", "species": ["C", "C", "C", "C", "O", "O", "C", "C", "C", "C", "C", "C", "C", "C", "C", "C", "O", "S", "O", "O", "H", "H", "H", "H", "H", "H", "H", "H", "H", "H", "H", "H", "H", "H", "H", "H"], "coordinates": [[-1.33042, 1.72937, 3.21569], [-1.62697, 0.79575, 2.47688], [-1.94248, -0.35169, 1.43203], [-3.54264, -0.60805, 1.48005], [-4.21151, 0.58937, 1.90952], [-4.54433, 1.38968, 0.85504], [-1.60938, 0.24809, -0.01365], [-1.04027, -0.96389, -0.91963], [0.34912, -1.38748, -0.20543], [1.50940, -1.74011, -1.23274], [2.33617, -0.38511, -1.46130], [3.84504, -0.34405, -1.28607], [4.53421, 0.98087, -1.47545], [3.82553, 2.26409, -1.82433], [2.34252, 2.21931, -2.03841], [1.61542, 0.89291, -1.85222], [0.01050, -2.45450, 0.72448], [-0.93463, -1.82852, 1.93390], [-0.01149, -1.42470, 3.02204], [-1.76173, -2.93379, 2.45868], [-0.99533, 2.32851, 4.10912], [-3.84041, -0.83950, 0.40110], [-3.82095, -1.46920, 2.15275], [-3.81993, 2.06136, 0.80219], [-2.47270, 0.77818, -0.51530], [-0.74610, 0.99713, 0.02778], [-1.80775, -1.80217, -0.78101], [-0.89767, -0.67515, -1.99979], [0.70750, -0.50744, 0.43435], [2.17081, -2.60108, -0.92713], [1.02627, -1.96518, -2.23112], [4.39807, -1.29532, -1.00964], [5.65277, 0.99295, -1.31093], [4.35919, 3.25291, -1.94216], [1.73095, 3.13363, -2.31349], [0.49637, 0.94128, -2.02041]], "total_charge": 0, "gap_ev": 9.7, "e_lumo_ev": 0.40}